1.
The following is a DFT calculation (ωB97M-V with the def2-TZVPD basis set) of one molecule with the formula C2H7N2.

- <S²> = 0.751
- highest occupied orbital energy (spin up / spin down) (eV) = -3.8 / -9.2
- LUMO level (spin up / spin down) (eV) = 0.884 / 0.814
- spin multiplicity = 2

Each line ends with the Mulliken spin population.
Geometry (Å):
C (-0.393, 0.454, 0.047)  -0.3093
C (0.439, -0.502, 0.459)  0.9083
N (0.105, -1.366, 1.512)  -0.0110
N (-0.143, 1.223, -1.158)  1.6399
H (-1.373, 0.515, 0.497)  0.0371
H (1.421, -0.634, 0.041)  0.0787
H (0.879, -1.951, 1.778)  -0.0036
H (-0.737, -1.910, 1.418)  0.0002
H (-0.846, 0.997, -2.000)  -0.5130
H (0.750, 0.930, -1.602)  -0.2378
H (-0.101, 2.243, -0.992)  -0.5897


2.
The following is a DFT calculation (ωB97M-V with the def2-TZVPD basis set) of a 2-piece molecular cluster, C2H7N2 overall at a distorted geometry.

- total charge = +2
- <S²> = 1.782
- highest occupied orbital energy (spin up / spin down) (eV) = -20.9 / -22.5
- LUMO level (spin up / spin down) (eV) = -13.204 / -12.507
- spin multiplicity = 2

Each line ends with the Mulliken spin population.
Geometry (Å):
C (0.079, -0.108, -0.224)  1.3459
C (1.287, 0.016, 0.376)  -0.0272
N (2.331, -0.607, -0.222)  0.5117
N (-2.712, 0.626, 0.047)  -1.0185
H (-0.091, -0.244, -1.295)  0.0466
H (1.586, 0.333, 1.374)  0.0357
H (3.224, -0.413, 0.237)  -0.0185
H (2.258, -1.570, -0.558)  -0.0068
H (-3.082, 0.569, 1.003)  0.0163
H (-1.709, 0.300, 0.002)  0.0956
H (-3.171, 1.098, -0.739)  0.0193


3.
The following is a DFT calculation (ωB97M-V with the def2-TZVPD basis set) of a 2-piece molecular cluster, C2H7N2O overall at a distorted geometry.

- total charge = -1
- highest occupied orbital energy (eV) = -2.2
- LUMO level (eV) = 4.529

Each line ends with the natural charge from an NBO analysis.
Geometry (Å):
N (-2.184, 0.556, 1.490)  -0.9195
C (-1.088, -0.265, 1.029)  0.1334
N (0.107, 0.109, 1.073)  -0.8387
H (-1.809, 1.359, 1.973)  0.3541
H (-2.853, 0.049, 2.062)  0.3278
H (-1.484, -1.209, 0.608)  0.0623
H (1.334, -0.496, 0.162)  0.5046
C (1.585, 0.017, -1.710)  -0.2364
O (1.975, -0.754, -0.608)  -0.8161
H (0.504, -0.053, -1.910)  0.1492
H (1.777, 1.096, -1.616)  0.1370
H (2.136, -0.411, -2.552)  0.1423


4.
The following is a DFT calculation (ωB97M-V with the def2-TZVPD basis set) of a 2-piece molecular cluster, C2H7N2O overall at a distorted geometry.

- total charge = +1
- highest occupied orbital energy (eV) = -14.1
- LUMO level (eV) = -5.257

Each line ends with the natural charge from an NBO analysis.
Geometry (Å):
C (-2.681, -0.884, -0.038)  0.1485
N (-1.832, -0.353, 0.753)  -0.5679
H (-2.515, -0.908, -1.112)  0.2321
H (-3.679, -1.100, 0.332)  0.2285
H (-2.000, -0.481, 1.743)  0.4434
H (-0.999, 0.071, 0.331)  0.4880
C (1.777, 0.834, -0.649)  0.5448
N (2.873, 0.239, -0.160)  -0.7819
O (0.718, 0.717, -0.036)  -0.7253
H (1.783, 1.565, -1.461)  0.1621
H (2.742, -0.028, 0.798)  0.4094
H (3.812, 0.329, -0.502)  0.4183


Number 1: E -189.76524 Eh. Number 2: E -188.97664 Eh. Number 3: E -265.12727 Eh. Number 4: E -264.89470 Eh.